Record 1
C67H70MoN5O4S2 | ωB97M-V/def2-TZVPD

Element x y z (Å)
Mo (-0.171, -0.382, 0.103)
C (4.841, 1.502, 2.793)
C (3.941, 0.425, 3.398)
N (3.880, -0.783, 2.613)
C (4.839, -1.834, 2.864)
C (5.997, -1.846, 1.865)
C (2.987, -0.940, 1.595)
S (2.017, 0.436, 1.206)
N (2.987, -2.097, 0.989)
C (2.213, -2.382, -0.071)
O (1.319, -1.609, -0.563)
C (2.453, -3.702, -0.648)
C (1.850, -4.103, -1.849)
C (2.068, -5.362, -2.364)
C (2.895, -6.261, -1.705)
C (3.503, -5.875, -0.518)
C (3.293, -4.619, 0.003)
H (4.800, 2.402, 3.401)
H (4.489, 1.742, 1.795)
H (5.873, 1.163, 2.737)
H (2.929, 0.828, 3.479)
H (4.295, 0.158, 4.400)
H (4.313, -2.790, 2.806)
H (5.226, -1.701, 3.878)
H (5.605, -1.966, 0.859)
H (6.668, -2.674, 2.080)
H (6.565, -0.920, 1.917)
H (1.211, -3.407, -2.372)
H (1.594, -5.654, -3.291)
H (3.067, -7.250, -2.107)
H (4.151, -6.571, -0.001)
H (3.763, -4.316, 0.925)
C (-0.673, 3.678, -0.169)
C (0.548, 3.947, 0.698)
C (1.826, 3.684, -0.108)
C (0.623, 3.194, 2.015)
C (1.381, 3.834, 2.994)
C (1.559, 3.312, 4.257)
C (0.935, 2.124, 4.580)
C (0.171, 1.448, 3.642)
C (-0.528, 0.180, 4.071)
C (-1.552, 0.476, 5.171)
C (0.470, -0.886, 4.523)
C (0.053, 1.944, 2.326)
N (-0.712, 1.189, 1.386)
C (-2.023, 1.516, 1.446)
C (-2.877, 0.842, 0.569)
N (-2.320, -0.130, -0.175)
C (-3.239, -0.949, -0.873)
C (-3.486, -0.779, -2.249)
C (-4.246, -1.739, -2.914)
C (-4.805, -2.813, -2.257)
C (-4.689, -2.883, -0.882)
C (-3.938, -1.962, -0.168)
C (-3.981, -2.040, 1.350)
C (-5.365, -1.600, 1.851)
C (-3.712, -3.436, 1.925)
C (-3.048, 0.382, -3.131)
C (-2.831, 1.715, -2.430)
C (-1.792, 0.046, -3.940)
C (-4.213, 1.402, 0.682)
C (-5.433, 1.253, 0.052)
C (-6.520, 2.035, 0.483)
C (-6.422, 2.950, 1.504)
C (-5.182, 3.156, 2.154)
C (-4.905, 4.068, 3.201)
C (-3.634, 4.146, 3.715)
C (-2.562, 3.370, 3.241)
C (-2.792, 2.473, 2.217)
C (-4.117, 2.379, 1.709)
H (-0.628, 4.300, -1.061)
H (-1.596, 3.891, 0.365)
H (-0.677, 2.643, -0.488)
H (0.529, 5.017, 0.955)
H (1.960, 2.615, -0.260)
H (2.707, 4.065, 0.405)
H (1.757, 4.165, -1.081)
H (1.853, 4.773, 2.741)
H (2.167, 3.828, 4.987)
H (1.044, 1.708, 5.571)
H (-1.070, -0.230, 3.214)
H (-1.056, 0.689, 6.117)
H (-2.203, -0.385, 5.311)
H (-2.166, 1.334, 4.905)
H (1.024, -0.572, 5.405)
H (1.177, -1.089, 3.723)
H (-0.059, -1.809, 4.748)
H (-4.405, -1.627, -3.979)
H (-5.370, -3.561, -2.797)
H (-5.199, -3.674, -0.354)
H (-3.223, -1.367, 1.766)
H (-6.127, -2.309, 1.527)
H (-5.635, -0.615, 1.487)
H (-5.366, -1.571, 2.938)
H (-4.426, -4.173, 1.560)
H (-3.804, -3.395, 3.011)
H (-2.710, -3.776, 1.691)
H (-3.873, 0.517, -3.847)
H (-1.932, 1.673, -1.828)
H (-3.671, 1.989, -1.802)
H (-2.690, 2.494, -3.177)
H (-0.959, -0.134, -3.266)
H (-1.517, 0.890, -4.569)
H (-1.944, -0.826, -4.575)
H (-5.575, 0.550, -0.756)
H (-7.476, 1.895, -0.007)
H (-7.288, 3.516, 1.816)
H (-5.692, 4.706, 3.581)
H (-3.433, 4.841, 4.519)
H (-1.584, 3.495, 3.679)
S (-0.489, -2.298, 1.698)
C (-0.825, -3.139, 0.245)
C (-0.979, -4.522, 0.115)
C (-1.303, -5.034, -1.124)
C (-1.433, -4.156, -2.203)
C (-1.199, -2.812, -2.003)
N (-0.927, -2.299, -0.804)
H (-0.833, -5.151, 0.980)
H (-1.457, -6.096, -1.262)
H (-1.691, -4.515, -3.187)
H (-1.216, -2.120, -2.828)
O (2.775, 0.245, -1.677)
C (2.409, 1.069, -2.758)
C (0.920, 1.566, -2.451)
O (0.492, 2.498, -3.108)
O (0.290, 0.886, -1.603)
C (2.199, 0.260, -4.026)
C (2.224, -1.130, -3.945)
C (1.948, -1.920, -5.045)
C (1.632, -1.336, -6.257)
C (1.583, 0.045, -6.349)
C (1.870, 0.835, -5.251)
C (3.390, 2.220, -2.883)
C (4.545, 2.209, -2.102)
C (5.479, 3.224, -2.180)
C (5.275, 4.296, -3.030)
C (4.112, 4.345, -3.776)
C (3.179, 3.326, -3.703)
H (3.548, -0.277, -1.922)
H (2.426, -1.610, -3.002)
H (1.976, -2.997, -4.950)
H (1.413, -1.950, -7.119)
H (1.310, 0.512, -7.287)
H (1.796, 1.904, -5.349)
H (4.717, 1.413, -1.392)
H (6.368, 3.184, -1.566)
H (6.006, 5.090, -3.098)
H (3.921, 5.193, -4.419)
H (2.257, 3.426, -4.247)

Values from the calculation:
Orbital gap (spin up / spin down) in eV: 5.57 / 5.72
Maximum force in eV Å⁻¹: 2.694
E_LUMO (spin up / spin down) in eV: 1.96 / 1.88
Multiplicity: 1
Energy in hartree: -4034.6584
Highest occupied orbital energy (spin up / spin down) in eV: -3.6 / -3.8
Total charge: -1

***

Record 2
C3H5Br | ωB97M-V/def2-TZVPD

Element x y z (Å)
C (0.435, -0.960, -0.374)
C (-0.475, -0.015, -0.511)
C (-0.559, 0.854, 0.665)
Br (-2.519, 1.319, 0.825)
H (0.674, -1.650, -1.097)
H (0.907, -0.959, 0.657)
H (-1.008, 0.087, -1.408)
H (-0.008, 1.790, 0.443)
H (-0.099, 0.266, 1.511)

Values from the calculation:
Orbital gap in eV: 10.76
Maximum force in eV Å⁻¹: 2.800
Structure (SMILES): C=CCBr
E_LUMO in eV: 0.83
Multiplicity: 1
Energy in hartree: -2691.2713
Highest occupied orbital energy in eV: -9.9

***

Record 3
C5H10IN2 | ωB97M-V/def2-TZVPD

Element x y z (Å)
C (-0.512, -2.464, 0.039)
N (-0.124, -1.048, 0.155)
C (1.280, -0.747, -0.011)
C (1.305, 0.746, -0.006)
N (-0.108, 1.136, 0.098)
C (-0.670, 2.436, 0.005)
C (-0.823, 0.040, 0.128)
I (-2.871, 0.045, 0.043)
H (-0.872, -2.434, -0.958)
H (0.281, -3.142, 0.177)
H (-1.428, -2.772, 0.498)
H (1.719, -1.146, -0.848)
H (1.779, -1.101, 0.846)
H (1.847, 1.139, 0.795)
H (1.712, 1.138, -1.037)
H (-1.506, 2.440, 0.649)
H (-1.177, 2.738, -0.844)
H (0.171, 2.995, 0.272)

Values from the calculation:
Orbital gap in eV: 10.07
Maximum force in eV Å⁻¹: 4.018
Structure (SMILES): CN1CC[N+](C)=C1I
E_LUMO in eV: -3.43
Multiplicity: 1
Energy in hartree: -603.4361
Highest occupied orbital energy in eV: -13.5
Total charge: +1

***

Record 4
CdCl6HfO24 | ωB97M-V/def2-TZVPD

Element x y z (Å)
Cd (-0.201, 3.548, -1.119)
Hf (-0.206, -2.595, -0.254)
Cl (-2.215, -3.547, 2.357)
O (-1.250, -2.950, 1.356)
O (-2.089, -2.627, 3.528)
O (-3.684, -3.618, 1.892)
O (-1.866, -4.969, 2.719)
Cl (-1.072, -1.197, -3.458)
O (-1.755, -2.161, -4.385)
O (-0.018, -0.554, -4.337)
O (-2.045, -0.268, -2.960)
O (-0.457, -1.838, -2.287)
Cl (-1.328, 0.818, -0.245)
O (-0.680, -0.604, -0.206)
O (-0.652, 1.536, 0.878)
O (-0.999, 1.609, -1.472)
O (-2.745, 0.689, 0.115)
Cl (1.959, -1.846, 2.401)
O (1.623, -2.736, 3.498)
O (2.182, -0.433, 2.998)
O (3.188, -2.346, 1.712)
O (0.837, -1.839, 1.378)
Cl (0.097, 3.680, 3.211)
O (0.444, 4.062, 1.761)
O (1.189, 2.637, 3.534)
O (0.361, 4.880, 4.139)
O (-1.371, 3.124, 3.233)
Cl (2.535, 1.950, -4.046)
O (3.842, 1.419, -3.403)
O (1.416, 1.812, -2.983)
O (2.775, 3.352, -4.361)
O (2.195, 1.027, -5.182)

Values from the calculation:
Orbital gap in eV: 4.06
Maximum force in eV Å⁻¹: 11.119
E_LUMO in eV: -5.90
Multiplicity: 1
Energy in hartree: -4780.6068
Highest occupied orbital energy in eV: -10.0

***

Record 5
C5H11NO2 | ωB97M-V/def2-TZVPD

Element x y z (Å)
C (1.386, -0.233, -0.573)
N (-0.051, -0.639, -0.562)
C (-0.374, -1.937, -0.298)
O (-1.383, -2.276, 0.300)
C (-0.971, 0.452, -0.294)
C (-0.143, 1.678, -0.699)
C (1.329, 1.276, -0.555)
H (1.826, -0.601, -1.512)
H (1.858, -0.806, 0.226)
H (0.209, -2.748, -0.760)
H (-1.410, 0.426, 0.720)
H (-1.822, 0.347, -0.971)
H (-0.295, 2.606, -0.168)
H (-0.452, 2.015, -1.697)
H (1.960, 1.764, -1.290)
H (1.696, 1.660, 0.401)
H (-1.413, -0.987, 3.350)
H (-0.981, -1.330, 1.844)
O (-0.968, -0.666, 2.539)

Values from the calculation:
Orbital gap (spin up / spin down) in eV: 11.05 / 6.43
Maximum force in eV Å⁻¹: 3.948
E_LUMO (spin up / spin down) in eV: -4.19 / -8.75
Multiplicity: 2
Energy in hartree: -402.0086
Highest occupied orbital energy (spin up / spin down) in eV: -15.2 / -15.2
Total charge: +1

***

Record 6
C5H9NO | ωB97M-V/def2-TZVPD

Element x y z (Å)
C (-0.185, -1.191, 0.572)
C (-1.318, -0.557, 0.209)
C (-1.554, 0.739, -0.546)
C (-2.439, -1.451, 0.142)
N (-3.252, -2.239, -0.105)
H (-0.161, -2.093, 1.171)
H (0.750, -1.041, 0.084)
H (-2.524, 1.167, -0.237)
H (-0.749, 1.460, -0.398)
H (-1.605, 0.517, -1.616)
C (2.501, 0.705, -0.142)
O (1.226, 0.851, 0.624)
H (2.892, 1.661, -0.528)
H (2.281, 0.094, -1.060)
H (3.318, 0.140, 0.353)
H (0.820, 1.238, 1.479)

Values from the calculation:
Orbital gap in eV: 9.63
Maximum force in eV Å⁻¹: 3.415
Structure (SMILES): C=C(C)C#N.CO
E_LUMO in eV: 0.51
Multiplicity: 1
Energy in hartree: -325.7838
Highest occupied orbital energy in eV: -9.1